{"formula": "C45H40N4O4P2Sn", "method": "ωB97M-V/def2-TZVPD", "e_above_lowest_kcal_mol": 15.3, "charge": 2, "homo_ev": -12.85, "homo_lumo_gap_ev": 7.10, "lumo_energy_ev": -5.748, "symbols": ["Sn", "C", "C", "P", "C", "C", "C", "C", "C", "C", "C", "C", "C", "C", "C", "C", "C", "P", "C", "C", "C", "C", "C", "C", "C", "C", "C", "C", "C", "C", "H", "H", "H", "H", "H", "H", "H", "H", "H", "H", "H", "H", "H", "H", "H", "H", "H", "H", "H", "H", "H", "H", "H", "H", "H", "H", "C", "C", "N", "C", "C", "N", "C", "O", "O", "C", "O", "O", "H", "H", "H", "H", "H", "C", "C", "C", "C", "C", "C", "N", "N", "C", "C", "C", "C", "C", "C", "H", "H", "H", "H", "H", "H", "H", "H", "H"], "coordinates": [[1.76778, -0.71775, -0.73874], [-2.27768, 1.29177, 2.21258], [-1.62714, 1.93332, 0.98196], [-2.61411, 1.39733, -0.43649], [-4.13769, 2.33684, -0.51266], [-5.42914, 1.82278, -0.59469], [-6.50304, 2.69618, -0.69356], [-6.29310, 4.06587, -0.71472], [-5.00248, 4.57937, -0.65372], [-3.92352, 3.72109, -0.55802], [-1.77975, 1.51864, -1.99892], [-2.47336, 1.20150, -3.17227], [-1.86586, 1.40968, -4.39407], [-0.58694, 1.96098, -4.44757], [0.08407, 2.30458, -3.28517], [-0.50577, 2.08300, -2.04819], [-2.23807, -0.23161, 2.04187], [-2.90435, -0.67075, 0.41255], [-1.95954, -1.96826, -0.36235], [-1.72693, -3.07238, 0.46870], [-1.16728, -4.21834, -0.06255], [-0.84852, -4.26979, -1.41508], [-1.06168, -3.17033, -2.23386], [-1.61440, -2.01108, -1.71122], [-4.61284, -1.16524, 0.52149], [-5.39463, -0.77104, 1.60823], [-6.72924, -1.13792, 1.65247], [-7.27913, -1.88294, 0.61644], [-6.49863, -2.27601, -0.46445], [-5.16084, -1.92272, -0.51569], [-3.30401, 1.64897, 2.33632], [-1.72245, 1.57061, 3.10927], [-0.59309, 1.58991, 0.85545], [-1.62397, 3.02350, 1.02206], [-5.61448, 0.75955, -0.60007], [-7.50700, 2.29953, -0.75867], [-7.13598, 4.73961, -0.78925], [-4.83701, 5.64736, -0.68653], [-2.92008, 4.13227, -0.53442], [-3.48527, 0.81134, -3.13153], [-2.38998, 1.16309, -5.30719], [-0.12083, 2.13492, -5.40829], [1.06845, 2.75038, -3.33365], [0.03356, 2.33902, -1.14775], [-2.77818, -0.77403, 2.81798], [-1.20270, -0.57553, 2.03978], [-1.98221, -3.04410, 1.52242], [-0.97172, -5.06748, 0.57789], [-0.41786, -5.17204, -1.82872], [-0.78799, -3.20652, -3.27960], [-1.75199, -1.14548, -2.34433], [-4.97980, -0.17744, 2.41294], [-7.33980, -0.84484, 2.49544], [-8.32197, -2.16789, 0.65630], [-6.93082, -2.86620, -1.26077], [-4.54632, -2.24711, -1.34713], [5.66909, -1.52538, -0.48460], [5.05848, -0.28620, 0.05811], [3.77161, 0.02572, 0.03920], [3.63967, 1.25964, 0.63361], [4.86803, 1.70424, 1.01767], [5.73749, 0.71349, 0.64733], [5.41044, 2.91630, 1.70069], [4.54787, 3.85477, 2.03177], [6.59207, 2.97313, 1.90948], [2.28801, 1.83691, 0.78767], [2.11684, 2.96325, 1.24364], [1.33272, 1.05338, 0.40846], [5.07197, -2.38943, -0.19506], [6.68092, -1.65605, -0.10704], [5.71262, -1.48268, -1.57376], [6.73263, 0.77301, 0.82445], [3.62250, 3.62330, 1.76852], [-0.28154, 1.35726, 5.91917], [-0.46852, -0.02123, 5.93102], [-0.01364, -0.79788, 4.87705], [0.61469, -0.18586, 3.79470], [0.78821, 1.19313, 3.76973], [0.35543, 1.96064, 4.84341], [1.03859, -0.93365, 2.64344], [1.36278, -2.09410, 2.91765], [1.77522, -2.92667, 1.83070], [2.04993, -4.22581, 2.24222], [2.46237, -5.18654, 1.32926], [2.59571, -4.83587, -0.00147], [2.30915, -3.53050, -0.39981], [1.90327, -2.53513, 0.48955], [-0.62188, 1.95577, 6.75368], [-0.95452, -0.49292, 6.77510], [-0.13370, -1.87336, 4.88440], [1.27868, 1.66066, 2.92945], [0.52290, 3.02987, 4.83998], [1.94466, -4.46279, 3.29335], [2.68320, -6.19230, 1.66043], [2.92108, -5.56766, -0.73029], [2.40949, -3.30104, -1.46174]], "forces_ev_per_angstrom": [[0.1, -0.2, 0.0], [0.0, 0.0, 0.0], [-0.1, 0.1, 0.0], [0.0, 0.0, 0.0], [0.0, 0.0, 0.1], [0.0, 0.0, -0.1], [0.0, 0.0, 0.0], [0.0, 0.0, 0.0], [0.0, 0.0, 0.0], [0.0, 0.0, 0.0], [0.1, 0.1, 0.0], [0.0, 0.0, 0.0], [0.0, 0.0, 0.0], [0.0, 0.0, 0.0], [0.0, 0.0, 0.0], [0.0, -0.1, -0.1], [-0.1, 0.0, 0.0], [0.0, 0.1, 0.1], [0.0, 0.0, 0.0], [0.0, 0.0, 0.0], [0.0, 0.0, 0.0], [0.0, 0.0, 0.0], [0.1, 0.0, 0.0], [0.0, 0.1, 0.0], [0.0, 0.0, 0.0], [0.0, 0.0, 0.0], [0.0, 0.0, 0.0], [0.0, 0.0, 0.0], [0.0, 0.0, 0.0], [0.0, 0.0, 0.0], [0.0, 0.0, 0.0], [0.0, 0.0, 0.0], [0.0, 0.0, 0.0], [0.0, 0.0, 0.0], [0.0, 0.0, 0.0], [0.0, 0.0, 0.0], [0.0, 0.0, 0.0], [0.0, 0.0, 0.0], [0.0, 0.0, 0.0], [0.0, 0.0, 0.0], [0.0, 0.0, 0.0], [0.0, 0.0, 0.0], [0.0, 0.0, 0.0], [0.0, 0.0, 0.1], [0.0, 0.0, 0.0], [0.1, 0.0, 0.0], [0.0, 0.0, 0.0], [0.0, 0.0, 0.0], [0.0, 0.0, 0.0], [0.0, 0.0, 0.0], [-0.1, 0.0, -0.1], [0.0, 0.0, 0.0], [0.0, 0.0, 0.0], [0.0, 0.0, 0.0], [0.0, 0.0, 0.0], [0.0, 0.0, 0.0], [0.0, 0.0, 0.0], [0.0, 0.0, 0.0], [0.0, 0.0, 0.0], [-0.1, 0.0, 0.0], [0.0, 0.0, 0.0], [0.0, 0.0, 0.0], [0.0, 0.0, 0.0], [0.0, 0.0, 0.0], [0.0, 0.0, 0.0], [0.1, 0.1, -0.1], [0.0, 0.0, 0.0], [-0.1, 0.0, 0.0], [0.0, 0.0, 0.0], [0.0, 0.0, 0.0], [0.0, 0.0, 0.0], [0.0, 0.0, 0.0], [0.0, 0.0, 0.0], [0.0, 0.0, 0.0], [0.0, 0.0, 0.0], [0.0, 0.0, 0.0], [-0.1, 0.0, 0.0], [0.0, -0.1, 0.0], [0.0, 0.0, 0.0], [0.1, 0.0, 0.0], [0.1, 0.0, 0.0], [-0.1, 0.1, 0.0], [0.0, 0.0, 0.0], [0.0, 0.0, 0.0], [0.0, 0.0, 0.0], [0.0, 0.0, 0.0], [0.0, 0.0, 0.0], [0.0, 0.0, 0.0], [0.0, 0.0, 0.0], [0.0, 0.0, 0.0], [-0.1, 0.0, 0.1], [0.0, 0.0, 0.0], [0.0, 0.0, 0.0], [0.0, 0.0, 0.0], [0.0, 0.0, 0.0], [0.0, 0.0, 0.0]], "mulliken_charge": [0.786, -1.371, 0.181, 1.261, 1.046, -0.157, -0.830, -0.534, -0.856, -0.832, 0.695, -0.673, -0.647, -0.674, -0.673, -0.516, 0.168, 1.300, 0.839, -0.713, -0.804, -0.660, -0.759, 0.503, -0.021, -0.193, -0.834, -0.552, -0.746, -0.572, 0.491, 0.416, -0.994, 1.187, 0.407, 0.481, 0.429, 0.458, 0.387, 0.467, 0.484, 0.445, 0.521, 0.152, 1.056, -1.155, 0.468, 0.512, 0.441, 0.515, 0.061, 0.273, 0.479, 0.459, 0.457, 0.454, -1.247, 0.121, -0.060, -0.234, 0.069, -0.080, 0.494, -0.550, -0.572, 0.609, -0.936, 0.425, 0.237, 0.388, 0.280, 0.268, 0.470, -0.567, -0.643, -0.458, 0.408, -0.380, -0.747, 0.927, -0.901, 0.017, -0.105, -0.932, -0.773, -0.839, 0.686, 0.433, 0.429, 0.512, 0.389, 0.479, 0.510, 0.410, 0.525, 0.427]}



{"formula": "C3H3NO2", "method": "ωB97M-V/def2-TZVPD", "e_above_lowest_kcal_mol": 56.6, "smiles": "Oc1ccon1", "homo_ev": -9.99, "homo_lumo_gap_ev": 10.77, "lumo_energy_ev": 0.775, "symbols": ["O", "C", "N", "O", "C", "C", "H", "H", "H"], "coordinates": [[1.98200, 0.21247, 0.03334], [0.70475, -0.20379, -0.08726], [0.22232, -1.41916, -0.18073], [-1.19616, -1.23988, -0.05054], [-1.45283, 0.07211, 0.09720], [-0.31346, 0.77904, -0.01122], [2.65305, -0.46862, -0.09022], [-2.43423, 0.43498, 0.40652], [-0.16545, 1.83284, -0.11708]], "forces_ev_per_angstrom": [[0.0, -0.4, -0.4], [-0.4, 0.1, -0.1], [-0.2, 0.6, 0.4], [0.6, 0.1, 0.2], [0.4, 0.2, 0.0], [-0.2, 0.2, 0.0], [-0.3, -0.3, 0.0], [0.1, -0.6, -0.6], [0.0, 0.3, 0.4]], "mulliken_charge": [-0.477, 0.596, -0.413, -0.142, -0.268, -0.373, 0.342, 0.377, 0.358]}



{"formula": "C9H19NSi", "method": "ωB97M-V/def2-TZVPD", "e_above_lowest_kcal_mol": 0.0, "spin_multiplicity": 3, "homo_ev": [-5.24, -8.14], "homo_lumo_gap_ev": [6.07, 6.48], "lumo_energy_ev": [0.827, -1.656], "symbols": ["C", "C", "C", "C", "C", "C", "C", "C", "C", "N", "Si", "H", "H", "H", "H", "H", "H", "H", "H", "H", "H", "H", "H", "H", "H", "H", "H", "H", "H", "H"], "coordinates": [[-2.13878, 1.45085, 0.48048], [-1.35925, 0.46747, 0.10325], [-3.52254, 0.89036, 0.66361], [-2.03063, -0.88709, 0.13754], [-3.53852, -0.47854, 0.06721], [0.42519, 1.74078, -1.69639], [3.01043, 0.79400, 0.84750], [2.78093, -1.28328, -1.48115], [1.05628, -1.66025, 1.03730], [0.39140, 0.56708, -0.81847], [1.64995, -0.35231, -0.11518], [-2.06089, 2.47026, 0.84171], [-3.81088, 0.96608, 1.75349], [-4.12579, 1.69648, 0.31985], [-1.81762, -1.39084, -0.86333], [-1.87945, -1.46903, 1.00869], [-4.21420, -1.09863, 0.58206], [-3.79721, -0.45722, -0.94581], [-0.24264, 1.83254, -2.53456], [0.15434, 2.68430, -1.05732], [1.46755, 1.95788, -2.11100], [3.00410, 1.76648, 0.34987], [2.66858, 0.98743, 1.90661], [3.89979, 0.21233, 1.01045], [3.66397, -0.69940, -1.51172], [3.02658, -2.24352, -1.15834], [2.35614, -1.35580, -2.50902], [0.41059, -1.12488, 1.74904], [0.41290, -2.35579, 0.49122], [1.73546, -2.32518, 1.48096]], "forces_ev_per_angstrom": [[-1.0, -0.5, 0.5], [0.1, -0.9, 2.1], [-0.5, 1.9, 2.1], [-1.2, 1.0, -3.4], [1.2, 0.6, 0.7], [2.4, 1.3, 1.6], [-3.1, -0.4, 0.8], [-2.4, 1.9, -0.3], [-2.2, 0.8, -0.7], [0.5, 2.2, -2.2], [3.9, -0.9, -0.3], [0.9, 0.1, -0.5], [0.5, -0.7, -0.6], [-1.5, 0.1, -1.2], [0.1, -0.2, 1.6], [0.8, -0.7, 0.7], [-0.7, -1.1, 0.6], [-0.6, 0.2, -1.6], [-0.7, -0.8, -0.1], [0.3, -1.7, -0.7], [-1.2, -0.3, 0.5], [0.9, -0.2, 0.0], [-0.1, -0.1, -1.0], [0.7, 0.1, -0.7], [1.1, 0.6, -0.3], [0.3, -1.7, 0.7], [0.2, 0.1, 0.7], [0.2, -0.5, 0.2], [-0.3, 0.2, -0.1], [1.4, -0.3, 0.9]], "mulliken_charge": [-0.436, -0.052, -0.620, -0.401, -0.879, -0.925, -1.130, -1.262, -1.066, 0.230, 0.227, 0.418, 0.260, 0.402, 0.105, 0.336, 0.381, 0.306, 0.356, 0.298, 0.298, 0.327, 0.325, 0.345, 0.370, 0.410, 0.317, 0.241, 0.305, 0.514]}



{"formula": "C25H33AsClNO3S2W", "method": "ωB97M-V/def2-TZVPD", "e_above_lowest_kcal_mol": 25.7, "charge": 4, "homo_ev": -20.25, "homo_lumo_gap_ev": 6.96, "lumo_energy_ev": -13.285, "symbols": ["W", "O", "S", "C", "C", "C", "C", "S", "O", "C", "C", "C", "C", "C", "C", "C", "C", "C", "C", "C", "C", "H", "H", "H", "H", "H", "H", "H", "H", "H", "H", "H", "H", "H", "H", "H", "H", "H", "H", "Cl", "C", "C", "C", "C", "N", "C", "H", "H", "H", "H", "C", "As", "C", "C", "O", "H", "H", "H", "H", "H", "H", "H", "H", "H", "C", "H", "H"], "coordinates": [[-0.17501, -0.44580, 0.18696], [1.61479, -0.19170, -0.38437], [3.17885, -0.51211, -0.23555], [3.93623, 1.15068, -0.32105], [2.98348, 2.29782, -0.00102], [2.23592, 2.78453, -1.24441], [1.05831, 3.70508, -0.93405], [-0.52854, 2.85815, -0.76791], [-0.20669, 1.61951, 0.14842], [-0.78193, 2.21934, -2.39718], [-1.33636, 3.09940, -3.32054], [-1.50687, 2.67580, -4.63359], [-1.14322, 1.39073, -5.01242], [-0.61514, 0.50161, -4.07734], [-0.43937, 0.92437, -2.77024], [3.31835, -0.99178, 1.44094], [4.44351, -1.72912, 1.79387], [4.59299, -2.08027, 3.13106], [3.63097, -1.72582, 4.06672], [2.49346, -1.01245, 3.68810], [2.34611, -0.63453, 2.36660], [4.37491, 1.20318, -1.31845], [4.74498, 1.04906, 0.40813], [3.59010, 3.11190, 0.40058], [2.31117, 2.00779, 0.80914], [1.88592, 1.95472, -1.86414], [2.93256, 3.33873, -1.87617], [0.84233, 4.40611, -1.74706], [1.17028, 4.29859, -0.02433], [-1.63232, 4.10375, -3.03700], [-1.92553, 3.35912, -5.36072], [-1.26559, 1.08020, -6.04204], [-0.31141, -0.49128, -4.38349], [0.00348, 0.23196, -2.04895], [5.18665, -2.02988, 1.06417], [5.46265, -2.64825, 3.43401], [3.76552, -2.01337, 5.10130], [1.75245, -0.73912, 4.42780], [1.48516, -0.03618, 2.06153], [-2.18043, 2.12571, 4.72535], [-1.74110, 0.63147, 4.03958], [-1.88992, -0.56392, 4.73638], [-1.49917, -1.74640, 4.12035], [-0.98009, -1.71886, 2.84642], [-0.85196, -0.55253, 2.15535], [-1.22277, 0.61117, 2.75633], [-2.29791, -0.56070, 5.74041], [-1.59059, -2.69298, 4.63675], [-0.64395, -2.62095, 2.36296], [-1.10337, 1.52311, 2.19330], [-4.11401, -2.46190, 0.02309], [-3.16987, -1.54256, -1.33594], [-4.22204, -0.24708, -2.22215], [-2.25639, -2.71484, -2.52431], [-1.90701, -0.57281, -0.43580], [-4.98138, -2.90579, -0.47607], [-4.45377, -1.76061, 0.78349], [-3.50241, -3.25340, 0.45179], [-5.12905, -0.76621, -2.54518], [-3.67582, 0.13327, -3.08450], [-4.48501, 0.55817, -1.53800], [-2.76287, -2.63966, -3.48884], [-2.32544, -3.73554, -2.15080], [-1.21665, -2.41680, -2.64697], [0.16881, -2.32847, 0.08714], [-0.60022, -3.10436, 0.08504], [1.16130, -2.76704, -0.02250]], "forces_ev_per_angstrom": [[-1.3, -0.5, 0.0], [0.5, 0.2, 0.2], [0.2, -0.1, -0.4], [0.0, -0.1, 0.1], [0.1, -0.1, 0.1], [-0.1, 0.1, -0.1], [-0.1, 0.0, -0.1], [0.0, 0.2, 0.3], [-0.2, 0.3, -0.2], [0.0, -0.2, -0.1], [0.0, 0.0, 0.0], [0.0, 0.0, 0.0], [0.0, 0.0, 0.0], [-0.1, 0.1, 0.0], [0.1, 0.0, 0.2], [-0.1, 0.0, 0.2], [0.0, 0.0, 0.0], [0.1, 0.0, 0.0], [0.0, 0.0, 0.0], [0.1, 0.0, 0.0], [0.0, 0.1, 0.0], [0.0, 0.1, 0.0], [0.0, 0.1, 0.0], [0.0, 0.0, 0.0], [-0.1, 0.0, 0.0], [0.0, 0.0, 0.0], [0.0, 0.0, 0.0], [0.1, 0.0, 0.0], [0.0, 0.0, 0.0], [0.0, 0.0, 0.0], [0.0, 0.0, 0.0], [0.0, 0.0, 0.0], [0.0, 0.0, 0.0], [0.2, 0.1, -0.3], [0.0, 0.0, 0.0], [0.0, 0.0, 0.0], [0.0, 0.0, 0.0], [0.0, 0.0, 0.0], [0.3, 0.1, 0.2], [0.0, 0.0, 0.0], [0.0, 0.2, -0.1], [0.0, -0.1, 0.0], [0.0, 0.0, 0.0], [-0.1, 0.1, 0.2], [0.2, 0.0, 0.3], [-0.1, -0.2, 0.1], [0.0, 0.0, 0.0], [0.0, 0.0, 0.0], [0.0, 0.0, 0.0], [0.0, 0.0, 0.0], [-0.1, 0.0, 0.0], [0.3, 0.4, 0.3], [0.0, 0.1, -0.1], [0.0, 0.0, -0.1], [0.1, -0.5, -0.3], [0.0, 0.0, 0.1], [0.0, 0.0, 0.0], [0.0, 0.0, 0.0], [0.0, 0.1, -0.1], [0.0, 0.0, 0.0], [0.0, 0.0, 0.0], [0.0, -0.1, 0.0], [0.0, 0.0, 0.0], [0.0, 0.0, 0.0], [0.1, -0.1, -0.1], [0.0, 0.0, 0.0], [0.0, -0.1, 0.0]], "mulliken_charge": [1.092, -0.071, 0.232, -0.818, -0.600, -0.516, -0.972, -0.054, -0.264, 1.157, -0.885, -0.754, -0.732, -0.881, -0.673, 1.069, -0.653, -0.711, -0.663, -0.858, -0.052, 0.498, 0.569, 0.630, 0.141, 0.167, 0.590, 0.614, 0.472, 0.580, 0.494, 0.482, 0.573, 1.232, 0.517, 0.467, 0.461, 0.528, 0.315, -0.104, -0.006, -0.259, -0.985, -0.207, 0.416, -0.429, 0.510, 0.533, 0.603, 0.545, -1.113, 0.790, -1.029, -1.029, -0.521, 0.478, 0.405, 0.429, 0.479, 0.323, 0.391, 0.466, 0.424, 0.316, -0.909, 0.534, 0.224]}



{"formula": "C5H10O", "method": "ωB97M-V/def2-TZVPD", "e_above_lowest_kcal_mol": 93.4, "homo_ev": -8.17, "homo_lumo_gap_ev": 9.16, "lumo_energy_ev": 0.983, "symbols": ["C", "C", "C", "C", "C", "O", "H", "H", "H", "H", "H", "H", "H", "H", "H", "H"], "coordinates": [[-1.40883, 0.90774, 0.43413], [-0.35783, -0.14745, 0.73523], [-0.29324, -1.41635, -0.16681], [1.15232, -1.02259, -0.48261], [1.10160, 0.10451, 0.38782], [1.24852, 1.32887, -1.00275], [-1.19208, 1.85005, 0.94916], [-1.46729, 1.10900, -0.64175], [-2.40012, 0.56591, 0.74991], [-0.40435, -0.42210, 1.79679], [-0.42311, -2.34685, 0.39679], [-0.99766, -1.42855, -1.00794], [2.00007, -1.68051, -0.65064], [1.15510, 0.16661, -1.33804], [1.84547, 0.58817, 1.01506], [0.44141, 1.84354, -1.17436]], "forces_ev_per_angstrom": [[0.0, 0.0, 0.0], [-0.1, 0.1, 0.1], [-0.2, -0.1, -0.1], [0.2, -0.2, 0.2], [0.0, -0.3, 0.1], [-0.2, 0.1, -0.3], [0.0, -0.1, 0.0], [0.0, 0.0, 0.1], [0.1, 0.0, 0.0], [0.0, 0.0, -0.1], [0.0, 0.1, -0.1], [0.1, 0.0, 0.1], [-0.1, 0.1, 0.0], [0.0, 0.4, 0.1], [-0.1, -0.1, -0.1], [0.2, -0.1, 0.0]], "mulliken_charge": [-1.594, 0.330, -0.587, -0.877, -0.072, -0.680, 0.339, 0.370, 0.387, 0.355, 0.253, 0.264, 0.399, 0.370, 0.416, 0.327]}